C26H27BaFN5O7 | ωB97M-V with the def2-TZVPD basis set

Results
E_HOMO = -9.21 eV
lowest unoccupied orbital energy = -0.1378 Ha
electronic energy = -1932.571457 Eh
charge = +1

Geometry as XYZ:
```
67
C26H27BaFN5O7 ωB97M-V with the def2-TZVPD basis set
Ba 0.33 0.67 -3.02
F 1.63 2.08 3.69
C 1.01 0.89 3.35
C 0.53 0.83 2.05
C -0.16 -0.33 1.61
C -0.46 -0.42 0.20
O 0.12 0.48 -0.47
C -1.21 -1.51 -0.30
C -1.39 -2.55 0.63
N -0.90 -2.59 1.91
C -1.10 -3.82 2.57
C 0.04 -4.52 3.31
C -0.41 -5.10 2.04
C -0.29 -1.40 2.51
C 0.18 -1.33 3.85
C 0.63 -0.03 4.39
N 0.70 0.27 5.75
C 1.21 -0.81 6.67
C 0.59 -0.81 8.05
N -0.32 0.33 8.30
C 0.32 1.58 7.78
C 0.28 1.61 6.25
C -1.77 -1.87 -1.74
O -1.37 -1.40 -2.82
O -2.76 -2.64 -1.58
H 0.75 1.64 1.34
H -1.89 -3.43 0.24
H -2.09 -3.96 3.06
H -0.28 -5.01 4.29
H 0.97 -3.86 3.24
H -1.02 -6.04 2.07
H 0.28 -4.89 1.23
H 0.01 -2.11 4.59
H 2.32 -0.67 6.69
H 1.08 -1.82 6.26
H 1.47 -0.69 8.76
H -0.01 -1.70 8.35
H -0.54 0.39 9.33
H -1.25 0.25 7.80
H 1.33 1.62 8.18
H -0.17 2.47 8.17
H 0.93 2.43 5.85
H -0.74 1.83 5.88
O 0.82 -0.76 -5.79
C 0.85 0.41 -6.35
O 0.24 1.59 -6.06
C 1.46 0.47 -7.75
C 1.80 -0.78 -8.41
C 2.09 -0.68 -9.78
C 1.98 0.53 -10.43
C 1.80 1.76 -9.76
C 1.53 1.74 -8.40
H 1.83 -1.68 -7.80
H 2.34 -1.52 -10.43
H 2.00 0.59 -11.53
H 1.86 2.64 -10.39
H 1.35 2.66 -7.79
N -3.06 3.45 -2.71
C -2.22 2.91 -3.66
N -2.25 3.15 -4.97
O -1.36 2.09 -3.24
H -3.47 4.36 -2.83
H -2.63 3.28 -1.79
H -2.73 3.94 -5.40
H -1.40 2.82 -5.46
O 0.31 6.76 -5.28
C 0.29 6.21 -4.27
```

These are the Mulliken partial charges, in e, on atoms 1 to 8:
1 Ba 1.8721
2 F -0.3442
3 C 0.0138
4 C -0.9771
5 C 0.3363
6 C 1.6489
7 O -0.9850
8 C -0.4410